1.
DFT (the ωB97M-V functional and the def2-TZVPD basis) results for a molecular structure, C18H36AlO6P2.

Its largest force on an atom is 2.3 eV/Å. The molecular weight comes out at 437.4 g mol⁻¹. As for the HOMO energy: -0.7010 Ha. The value obtained for the lowest unoccupied orbital energy is -0.341 hartree. The calculation puts the gap between HOMO and LUMO at 9.81 eV. Its net charge is +3.

Geometry as XYZ:
```
63
Properties=species:S:1:pos:R:3:nbo_charge:R:1
Al -0.522 1.430 1.013 1.84
C -1.533 2.277 3.605 -0.14
C -2.787 1.716 3.736 -0.12
C -3.733 1.826 2.726 -0.12
C -3.403 2.471 1.524 -0.17
C -2.185 3.047 1.387 -0.30
C -1.186 3.007 2.431 -0.45
H -0.800 2.351 4.392 0.26
H -3.049 1.212 4.648 0.25
H -4.775 1.536 2.786 0.27
H -4.153 2.598 0.740 0.27
H -1.957 3.590 0.488 0.28
H -0.337 3.667 2.356 0.30
C -0.416 -4.106 -0.742 -0.64
C -1.333 -3.021 -0.275 -0.05
O -0.483 -2.113 0.568 -0.83
P -1.133 -0.839 1.277 1.82
O 0.185 -0.106 2.047 -0.97
C 1.342 -0.535 2.985 -0.02
C 1.387 -2.041 3.070 -0.66
O -2.213 -1.246 2.298 -0.85
C -2.550 -2.363 3.240 -0.04
C -3.927 -2.821 2.945 -0.65
H -1.000 -4.797 -1.361 0.26
H 0.010 -4.686 0.113 0.24
H 0.380 -3.709 -1.376 0.22
H -2.092 -3.411 0.387 0.20
H -1.779 -2.381 -1.035 0.20
H 1.215 0.081 3.876 0.22
H 2.214 -0.226 2.461 0.21
H 0.487 -2.455 3.584 0.22
H 2.228 -2.386 3.656 0.28
H 1.428 -2.458 2.055 0.24
H -2.489 -1.860 4.189 0.21
H -1.720 -3.070 3.172 0.21
H -4.720 -2.042 3.057 0.24
H -4.168 -3.569 3.666 0.27
H -3.980 -3.253 1.945 0.22
C 2.613 3.905 -4.584 -0.64
C 1.416 3.117 -4.118 -0.06
O 1.823 1.681 -3.962 -0.81
P 0.770 0.662 -3.408 1.73
O 0.598 2.052 -0.188 -1.03
C 1.979 2.198 0.231 -0.07
C 2.911 1.098 -0.311 -0.66
O 1.201 -0.797 -3.584 -0.82
C 2.211 -1.676 -4.185 -0.06
C 2.185 -1.583 -5.676 -0.65
H 2.325 4.939 -4.544 0.26
H 2.848 3.754 -5.654 0.25
H 3.444 3.675 -3.920 0.23
H 0.554 3.183 -4.787 0.22
H 1.115 3.338 -3.089 0.19
H 1.976 2.249 1.327 0.15
H 2.305 3.234 -0.049 0.22
H 2.409 0.116 -0.273 0.20
H 3.901 1.023 0.192 0.26
H 3.203 1.295 -1.348 0.22
H 1.978 -2.672 -3.827 0.22
H 3.196 -1.380 -3.755 0.22
H 1.189 -1.823 -6.048 0.24
H 2.917 -2.328 -6.091 0.27
H 2.476 -0.575 -5.981 0.23
```

2.
DFT (the ωB97M-V functional and the def2-TZVPD basis) results for 3 unconnected molecules or ions with the total composition C18H36BF2N3O6.

Its largest force on an atom is 3.1 eV/Å. The molecular weight comes out at 439.3 g mol⁻¹. As for the HOMO energy: -0.2948 Ha. Its SMILES is O=C1O[C@H](B(O)O)C[C@H]1N(C(=O)F)C(=O)F.CCN(CC)CC.CCN(CC)CC. The value obtained for the lowest unoccupied orbital energy is -0.001 hartree. The calculation puts the gap between HOMO and LUMO at 7.99 eV.

Geometry as XYZ:
```
66
Properties=species:S:1:pos:R:3:nbo_charge:R:1
O -4.877 2.435 2.398 -0.51
C -4.995 2.750 1.257 0.80
O -4.458 2.058 0.215 -0.49
C -5.422 2.125 -0.840 -0.23
B -4.979 1.539 -2.267 1.13
O -5.179 0.234 -2.549 -0.85
O -4.412 2.360 -3.215 -0.91
C -6.064 3.518 -0.782 -0.45
C -5.623 3.961 0.614 -0.15
N -6.513 4.796 1.435 -0.56
C -7.248 4.035 2.386 0.99
O -7.757 2.968 2.236 -0.52
F -7.330 4.692 3.516 -0.29
C -7.342 5.618 0.641 0.97
O -6.995 6.664 0.157 -0.50
F -8.546 5.116 0.431 -0.30
H -6.225 1.451 -0.519 0.17
H -5.735 -0.159 -1.878 0.49
H -5.036 2.517 -3.922 0.50
H -5.707 4.232 -1.498 0.23
H -7.124 3.359 -0.901 0.23
H -4.753 4.581 0.439 0.25
C 2.083 -0.621 0.491 -0.62
C 1.139 0.388 -0.146 -0.21
N -0.194 0.364 0.423 -0.45
C -1.161 1.125 -0.348 -0.21
C -0.974 2.644 -0.454 -0.64
C -0.265 0.527 1.865 -0.22
C 0.331 1.801 2.479 -0.64
H 1.675 -1.631 0.432 0.21
H 3.039 -0.610 -0.035 0.21
H 2.287 -0.391 1.537 0.20
H 1.052 0.145 -1.208 0.19
H 1.603 1.386 -0.093 0.16
H -2.157 0.922 0.052 0.20
H -1.168 0.712 -1.362 0.19
H -1.254 3.154 0.467 0.20
H -1.620 3.035 -1.244 0.21
H 0.050 2.918 -0.706 0.21
H 0.227 -0.334 2.325 0.19
H -1.311 0.439 2.165 0.20
H 1.298 2.056 2.043 0.20
H 0.485 1.654 3.550 0.21
H -0.331 2.658 2.367 0.20
C 6.496 -5.314 -2.672 -0.62
C 6.757 -4.953 -1.217 -0.21
N 6.250 -3.644 -0.851 -0.45
C 6.726 -3.187 0.443 -0.20
C 6.298 -3.966 1.693 -0.64
C 4.843 -3.417 -1.127 -0.22
C 3.819 -4.357 -0.476 -0.64
H 6.905 -4.556 -3.341 0.21
H 6.974 -6.266 -2.904 0.21
H 5.433 -5.425 -2.884 0.20
H 7.838 -4.944 -1.060 0.19
H 6.356 -5.755 -0.577 0.16
H 6.436 -2.140 0.563 0.19
H 7.820 -3.181 0.402 0.19
H 5.262 -3.767 1.964 0.20
H 6.914 -3.660 2.541 0.21
H 6.424 -5.042 1.571 0.20
H 4.701 -3.455 -2.210 0.19
H 4.602 -2.386 -0.858 0.20
H 4.127 -5.403 -0.528 0.20
H 2.862 -4.273 -0.995 0.21
H 3.639 -4.102 0.567 0.20
```

3.
DFT (the ωB97M-V functional and the def2-TZVPD basis) results for 3 unconnected molecules or ions with the total composition C18H36BFN2O4.

Its largest force on an atom is 0.5 eV/Å. The molecular weight comes out at 374.3 g mol⁻¹. As for the HOMO energy: -0.3448 Ha. Its SMILES is CC(C)C[C@@](C#N)(B(O)O)[C@@H](C#N)CCF.CCOCC.CCOCC. The value obtained for the lowest unoccupied orbital energy is 0.001 hartree. The calculation puts the gap between HOMO and LUMO at 9.42 eV.

Geometry as XYZ:
```
62
Properties=species:S:1:pos:R:3:nbo_charge:R:1
C -1.491 -1.226 -2.697 -0.62
C -1.675 -1.252 -1.165 -0.23
C -1.263 -2.610 -0.579 -0.61
C -1.114 -0.014 -0.436 -0.37
C 0.410 0.058 -0.112 -0.51
C 0.770 1.481 0.021 0.31
N 1.082 2.579 0.126 -0.32
B 0.727 -0.550 1.356 1.19
O -0.205 -1.323 2.028 -0.94
O 1.884 -0.196 1.977 -0.88
C 1.324 -0.523 -1.247 -0.31
C 1.249 0.353 -2.430 0.30
N 1.191 1.034 -3.349 -0.31
C 2.807 -0.678 -0.853 -0.44
C 3.115 -2.041 -0.283 0.06
F 3.090 -2.978 -1.300 -0.37
H -1.390 -0.209 -3.075 0.22
H -2.376 -1.661 -3.167 0.21
H -0.633 -1.819 -3.022 0.20
H -2.754 -1.192 -0.992 0.23
H -1.542 -3.402 -1.277 0.22
H -1.812 -2.794 0.347 0.22
H -0.193 -2.706 -0.378 0.18
H -1.372 0.868 -1.027 0.22
H -1.654 0.082 0.509 0.23
H -0.157 -2.272 1.882 0.51
H 2.001 -0.713 2.782 0.50
H 0.940 -1.485 -1.585 0.27
H 3.117 0.114 -0.169 0.25
H 3.419 -0.562 -1.751 0.24
H 4.107 -2.059 0.171 0.18
H 2.394 -2.365 0.473 0.15
C 4.684 3.372 -0.892 -0.64
C 5.021 3.060 0.555 -0.07
O 6.088 3.831 1.084 -0.54
C 5.874 5.231 1.105 -0.06
C 4.683 5.662 1.944 -0.65
H 5.573 3.299 -1.522 0.21
H 3.936 2.665 -1.254 0.22
H 4.266 4.372 -1.011 0.21
H 5.356 2.025 0.642 0.18
H 4.126 3.159 1.179 0.17
H 5.781 5.622 0.085 0.16
H 6.791 5.649 1.522 0.18
H 3.737 5.334 1.512 0.21
H 4.654 6.751 2.014 0.21
H 4.758 5.249 2.951 0.21
C -6.352 -2.499 2.447 -0.64
C -5.355 -1.732 1.596 -0.06
O -4.719 -2.519 0.603 -0.54
C -5.570 -3.100 -0.369 -0.06
C -6.346 -2.088 -1.194 -0.65
H -5.884 -3.387 2.875 0.21
H -6.709 -1.866 3.260 0.22
H -7.222 -2.819 1.872 0.20
H -4.543 -1.363 2.223 0.19
H -5.833 -0.855 1.145 0.16
H -6.254 -3.819 0.097 0.16
H -4.905 -3.671 -1.018 0.19
H -7.084 -1.550 -0.597 0.20
H -6.880 -2.596 -1.998 0.22
H -5.668 -1.354 -1.635 0.21
```

4.
DFT (the ωB97M-V functional and the def2-TZVPD basis) results for 5 unconnected molecules or ions with the total composition C18H36Br2O8S4.

Its largest force on an atom is 3.1 eV/Å. The molecular weight comes out at 668.6 g mol⁻¹. As for the HOMO energy: -0.3677 Ha. The calculation puts the energy relative to the best compared isomer or geometry (same formula, charge and spin) at 80.4 kJ/mol. Its SMILES is O=S1(=O)CCCC1.O=S1(=O)CCCC1.O=S1(=O)CCCC1.O=S1(=O)CCCC1.BrCCBr. The value obtained for the lowest unoccupied orbital energy is 0.016 hartree. The calculation puts the gap between HOMO and LUMO at 10.45 eV.

Geometry as XYZ:
```
68
Properties=species:S:1:pos:R:3:nbo_charge:R:1
O -3.220 -3.381 -2.816 -0.97
S -3.022 -3.713 -4.221 2.13
O -3.912 -4.736 -4.783 -0.94
C -3.001 -2.207 -5.187 -0.68
C -1.747 -2.229 -6.004 -0.41
C -0.629 -3.019 -5.250 -0.40
C -1.277 -4.206 -4.488 -0.65
H -3.006 -1.403 -4.452 0.26
H -3.847 -1.997 -5.842 0.26
H -1.971 -2.654 -6.949 0.21
H -1.400 -1.233 -6.307 0.23
H -0.077 -2.369 -4.654 0.23
H 0.075 -3.469 -5.982 0.22
H -0.761 -4.281 -3.546 0.26
H -1.324 -5.125 -5.058 0.25
O 0.253 -0.405 -0.439 -0.97
S -0.944 -0.903 -1.100 2.18
O -0.908 -1.133 -2.511 -0.97
C -1.515 -2.309 -0.184 -0.70
C -2.853 -1.819 0.374 -0.40
C -3.449 -0.743 -0.577 -0.42
C -2.327 0.204 -0.758 -0.68
H -0.674 -2.722 0.399 0.27
H -1.613 -3.075 -0.900 0.26
H -3.598 -2.598 0.460 0.23
H -2.660 -1.319 1.332 0.20
H -4.390 -0.235 -0.185 0.22
H -3.773 -1.264 -1.472 0.23
H -2.243 0.784 0.228 0.26
H -2.389 0.929 -1.606 0.26
O -0.273 2.380 1.679 -0.96
S 0.035 3.599 0.963 2.15
O -0.545 3.795 -0.355 -0.95
C -0.180 5.111 1.972 -0.66
C 1.254 5.485 2.350 -0.41
C 2.177 5.099 1.167 -0.41
C 1.806 3.705 0.751 -0.69
H -0.921 5.059 2.796 0.25
H -0.638 5.848 1.283 0.24
H 1.317 6.577 2.585 0.22
H 1.541 4.993 3.281 0.22
H 3.216 5.338 1.457 0.24
H 1.838 5.771 0.367 0.20
H 2.303 3.017 1.440 0.27
H 1.954 3.310 -0.265 0.27
O 2.839 2.200 3.536 -0.96
S 2.735 0.798 3.865 2.15
O 3.695 -0.114 3.317 -0.94
C 2.406 0.653 5.690 -0.65
C 0.933 0.147 5.846 -0.40
C 0.167 0.514 4.543 -0.40
C 1.116 0.119 3.408 -0.67
H 2.592 1.637 6.032 0.24
H 2.974 -0.082 6.197 0.24
H 0.869 -0.942 5.905 0.21
H 0.460 0.617 6.704 0.22
H -0.113 1.541 4.549 0.22
H -0.723 -0.118 4.413 0.22
H 0.832 0.480 2.406 0.29
H 1.282 -0.948 3.384 0.23
Br 1.918 -3.549 -0.882 -0.04
C 2.787 -1.983 -1.609 -0.43
C 3.553 -1.216 -0.541 -0.43
Br 4.335 0.387 -1.380 -0.02
H 1.955 -1.517 -2.073 0.24
H 3.476 -2.336 -2.360 0.22
H 4.340 -1.900 -0.210 0.23
H 2.890 -0.846 0.262 0.25
```